Record 1
The following is a quantum chemistry calculation of C23H27N2O as an isolated structure at a distorted geometry, from the OMol25 dataset.

Geometry as ORCA input:
```
! RIJCOSX wB97M-V def2-TZVPD def2/J DEFGRID3
* xyz 1 1
C -0.9498 2.6024 3.0345
C -0.5937 1.1338 2.6806
C -0.6479 0.9853 1.1817
C -1.3204 2.1798 0.6990
N -1.8586 2.2742 -0.5248
C -1.6665 1.1341 -1.4401
C -2.3200 1.3217 -2.8148
O -3.4084 2.2644 -2.7608
C -2.9114 3.5610 -2.4233
C -2.4004 3.5714 -0.9745
C -1.4754 3.2673 1.7462
H -1.6800 2.6458 3.8410
H -0.0878 3.1818 3.3993
H 0.4100 0.9711 3.0674
H -1.2321 0.4065 3.2023
H -0.9511 -0.0022 0.7114
H -0.5962 0.9550 -1.6061
H -2.0866 0.2337 -0.9804
H -1.5266 1.6716 -3.5269
H -2.7842 0.3742 -3.1553
H -2.0617 3.8588 -3.0823
H -3.7896 4.2202 -2.5398
H -3.2345 3.8845 -0.3172
H -1.6228 4.3538 -0.9168
H -2.4940 3.6965 1.8416
H -0.8230 4.1279 1.5143
C 2.1310 0.1192 1.8882
C 1.0420 0.1355 0.8213
N 0.9409 -1.1660 0.1341
C 1.5744 -1.4582 -1.1035
C 2.2293 -0.6064 -1.9910
C 2.9568 -1.1728 -3.0467
C 3.0727 -2.5628 -3.1463
C 2.4582 -3.4356 -2.2382
C 1.7338 -2.8724 -1.1948
C 1.1805 -3.4571 -0.0071
C 0.7053 -2.3876 0.7902
C 0.2303 -2.5975 2.0736
C 0.1830 -3.9225 2.5483
C 0.5508 -4.9995 1.7205
C 1.0686 -4.7742 0.4339
H 2.3973 1.1743 2.0136
H 1.9230 -0.3430 2.8813
H 3.0325 -0.4078 1.4742
H 1.3743 0.8313 0.0151
H 2.1885 0.4718 -1.8422
H 3.4173 -0.5205 -3.7903
H 3.6503 -2.9592 -3.9712
H 2.5470 -4.5218 -2.3385
H -0.0747 -1.7326 2.6572
H -0.1731 -4.1237 3.5572
H 0.4298 -6.0237 2.0678
H 1.3432 -5.5620 -0.2632
*
```

Values from the calculation:
E_HOMO (eV): -10.632
Kohn-Sham gap (hartree): 0.2378
Energy relative to the best compared isomer or geometry (same formula, charge and spin) (kcal/mol): 4.03
DFT total energy (Eh): -1077.07154

---

Record 2
The following is a quantum chemistry calculation of one molecule with the formula C23H27N2O3P at a distorted geometry, from the OMol25 dataset.

Geometry as ORCA input:
```
! RIJCOSX wB97M-V def2-TZVPD def2/J DEFGRID3
* xyz 0 1
C 0.1883 2.2585 4.0985
C 0.3183 1.0913 3.1262
O 1.4423 1.2803 2.2104
P 1.8805 0.2025 1.0810
O 0.8151 -0.1854 0.1030
O 3.1080 1.0351 0.4156
C 3.0009 2.5068 0.4913
C 4.0752 3.0713 -0.3902
C 2.7380 -1.2649 1.8662
C 2.0897 -1.6850 3.0995
N 1.5559 -2.1299 4.0664
C 3.3451 -2.7481 0.9828
C 4.0677 -3.8601 1.7098
C 4.9215 -4.8225 1.0685
C 5.4513 -5.9646 1.7009
C 5.2174 -6.1632 3.0729
C 4.3374 -5.3147 3.7470
C 3.8233 -4.1830 3.0731
C 3.9989 -2.3064 -0.2338
C 3.3264 -1.9789 -1.4289
C 1.8855 -1.7925 -1.6446
N 4.2405 -1.7820 -2.4408
C 3.9003 -1.4758 -3.8468
C 5.5386 -1.9171 -1.9369
C 6.7576 -1.9540 -2.6326
C 7.8824 -2.2315 -1.8549
C 7.7934 -2.4818 -0.4643
C 6.5692 -2.4386 0.1909
C 5.4112 -2.2202 -0.5446
H -0.7244 2.1085 4.6939
H 1.0319 2.2441 4.7976
H 0.1319 3.2217 3.5713
H 0.5153 0.1697 3.6930
H -0.6139 1.0128 2.5301
H 2.0067 2.8542 0.1224
H 3.1515 2.8027 1.5451
H 3.9666 4.1492 -0.3719
H 5.0586 2.8131 -0.0077
H 3.9551 2.7184 -1.4079
H 3.7698 -0.7825 2.1745
H 2.2375 -3.0807 0.8429
H 5.1505 -4.8204 -0.0073
H 6.1196 -6.6609 1.1706
H 5.5969 -7.0440 3.5850
H 4.1111 -5.4544 4.8287
H 3.0990 -3.6054 3.6427
H 1.3642 -2.3486 -0.8593
H 1.7038 -0.7081 -1.4397
H 1.4714 -2.1366 -2.6176
H 4.8040 -1.3625 -4.4766
H 3.2557 -2.2573 -4.2929
H 3.3402 -0.5282 -3.8797
H 6.8904 -1.6791 -3.6898
H 8.8566 -2.3599 -2.3188
H 8.7016 -2.7211 0.0962
H 6.4578 -2.7107 1.2399
*
```

Values from the calculation:
Structure (SMILES): CCOP(=O)(OCC)[C@@H](C#N)[C@H](c1ccccc1)c1c(C)n(C)c2ccccc12
E_HOMO (eV): -7.516
Kohn-Sham gap (hartree): 0.3001
Energy relative to the best compared isomer or geometry (same formula, charge and spin) (kcal/mol): 49.86
DFT total energy (Eh): -1569.21970

---

Record 3
The following is a quantum chemistry calculation of C23H27N2O5Se3TeZr as an isolated structure, from the OMol25 dataset.

Geometry as ORCA input:
```
! RIJCOSX wB97M-V def2-TZVPD def2/J DEFGRID3
* xyz 1 1
Zr -0.3336 0.2907 0.3104
C -0.0460 1.9081 -2.7248
O -0.8845 1.1137 -1.8424
C -2.1258 0.7799 -2.3599
C -2.7538 1.5048 -3.3569
C -3.9921 1.0693 -3.8061
C -4.5817 -0.0690 -3.2720
C -3.9475 -0.7777 -2.2671
C -2.7166 -0.3396 -1.8020
N -1.9921 -0.9476 -0.7192
N -2.5429 -2.0091 -0.3137
C -2.0012 -2.8151 0.6416
C -0.6732 -2.7126 1.0604
O 0.0651 -1.6767 0.7345
C -0.0800 -3.7611 1.8126
C -0.8374 -4.8203 2.1995
C -2.2189 -4.9347 1.8583
C -2.9825 -6.0371 2.2943
C -4.3043 -6.1379 1.9547
C -4.8988 -5.1352 1.1697
C -4.1745 -4.0556 0.7313
C -2.8136 -3.9361 1.0656
H -0.1025 1.4737 -3.7212
H -0.4016 2.9357 -2.7186
H 0.9539 1.8581 -2.3206
H -2.3058 2.3937 -3.7732
H -4.4994 1.6309 -4.5785
H -5.5459 -0.3992 -3.6325
H -4.4009 -1.6566 -1.8351
H 0.9662 -3.6796 2.0763
H -0.3867 -5.6087 2.7914
H -2.5092 -6.8004 2.8994
H -4.8908 -6.9826 2.2891
H -5.9466 -5.2133 0.9109
H -4.6510 -3.2893 0.1375
C 0.9164 -1.6025 -2.1639
O 1.2982 -0.4371 -1.4176
C 2.7009 -0.3934 -1.1112
C 2.9282 -0.8944 0.2860
O 2.1442 -0.0567 1.1243
C 2.2470 -0.3611 2.5115
C 1.2690 0.5440 3.2041
O -0.0477 0.2897 2.6741
C -0.8023 -0.5989 3.5181
H 1.4965 -1.6431 -3.0860
H -0.1387 -1.5068 -2.4050
H 1.0724 -2.5065 -1.5732
H 3.0026 0.6501 -1.2007
H 3.2497 -0.9902 -1.8410
H 3.9858 -0.8064 0.5519
H 2.6122 -1.9352 0.4061
H 3.2673 -0.1760 2.8592
H 2.0069 -1.4183 2.6688
H 1.4884 1.5889 2.9980
H 1.2573 0.3766 4.2807
H -0.9379 -0.1255 4.4900
H -0.2755 -1.5484 3.6279
H -1.7698 -0.7519 3.0502
Se 1.1833 2.5109 0.3746
Se -0.5606 4.0789 0.1315
Te -1.9116 3.3643 2.1233
Se -2.7113 1.1900 1.1073
*
```

Values from the calculation:
E_HOMO (eV): -9.966
Kohn-Sham gap (hartree): 0.2213
Energy relative to the best compared isomer or geometry (same formula, charge and spin) (kcal/mol): 0.00
DFT total energy (Eh): -8897.64456

---

Record 4
The following is a quantum chemistry calculation of C23H27N3O3 as an isolated structure at a distorted geometry, from the OMol25 dataset.

Geometry as ORCA input:
```
! RIJCOSX wB97M-V def2-TZVPD def2/J DEFGRID3
* xyz 0 1
C 5.6302 4.5022 -0.3207
C 4.5311 3.5827 -0.9761
H 4.1112 4.0409 -1.9650
H 5.0837 2.7502 -1.3093
C 3.3595 3.4796 -0.0047
N 2.5849 2.4980 -0.7961
C 1.6828 2.8758 -1.5690
C 0.7416 1.8412 -2.1755
C 1.4882 0.7118 -1.6945
C 2.5357 1.0869 -0.7968
C 3.5364 0.2643 -0.2870
H 4.5240 0.6836 -0.5155
H 3.4277 0.6232 1.1521
H 3.4031 -0.8149 -0.3398
H 1.2671 -0.3076 -1.8595
C -0.1754 1.7296 -3.0377
O -0.6707 2.7476 -3.4430
C -0.9130 0.3983 -3.2009
H -0.5204 -0.3274 -3.8509
O -1.2108 -0.2761 -2.0305
C -1.0095 -1.4043 -1.8391
O -0.3470 -2.2396 -2.8472
C -1.2509 -2.0421 -0.5709
C -1.3687 -1.3159 0.5993
N -1.9546 -2.0259 1.5240
N -1.6433 -3.4433 1.2529
C -1.2491 -3.2563 0.1075
C -1.2146 -4.5984 -1.0033
H -1.0447 -5.4310 -0.2792
H -0.0898 -4.5475 -1.3206
H -1.9475 -4.5873 -1.7600
C -2.0917 -1.7991 3.0248
C -1.4871 -2.8200 3.9470
C -1.7288 -2.5279 5.3990
C -2.5770 -1.5464 5.7451
C -3.2582 -0.8821 4.6137
C -3.0469 -0.8160 3.4295
H -3.1859 -0.4643 2.6662
H -3.8638 0.0109 5.0244
H -2.7646 -1.5020 6.5822
H -1.2370 -3.4008 6.1406
H -0.5898 -3.6621 3.4900
C -1.3765 0.3065 0.8644
H -0.6224 0.7454 0.3103
H -2.4420 0.7964 0.5206
H -1.2945 0.4221 2.0515
H -1.9290 0.5347 -3.6259
C 1.1186 4.2595 -1.6124
H 1.8031 4.8783 -2.3306
H 0.9651 4.8043 -0.9758
H 0.1735 4.3729 -2.4808
H 2.8426 4.2442 0.1055
H 3.5769 2.7463 0.7837
H 6.5003 4.7572 -0.8896
H 5.1542 5.3944 0.0624
H 6.0797 3.9073 0.4893
*
```

Values from the calculation:
E_HOMO (eV): -7.772
Kohn-Sham gap (hartree): 0.2934
Energy relative to the best compared isomer or geometry (same formula, charge and spin) (kcal/mol): 550.69
DFT total energy (Eh): -1281.85380

---

E_HOMO of number 4 (C23H27N3O3)?
-7.772 eV

---

Repeat the first record exactly.
The following is a quantum chemistry calculation of C23H27N2O as an isolated structure at a distorted geometry, from the OMol25 dataset.

Geometry as ORCA input:
```
! RIJCOSX wB97M-V def2-TZVPD def2/J DEFGRID3
* xyz 1 1
C -0.9498 2.6024 3.0345
C -0.5937 1.1338 2.6806
C -0.6479 0.9853 1.1817
C -1.3204 2.1798 0.6990
N -1.8586 2.2742 -0.5248
C -1.6665 1.1341 -1.4401
C -2.3200 1.3217 -2.8148
O -3.4084 2.2644 -2.7608
C -2.9114 3.5610 -2.4233
C -2.4004 3.5714 -0.9745
C -1.4754 3.2673 1.7462
H -1.6800 2.6458 3.8410
H -0.0878 3.1818 3.3993
H 0.4100 0.9711 3.0674
H -1.2321 0.4065 3.2023
H -0.9511 -0.0022 0.7114
H -0.5962 0.9550 -1.6061
H -2.0866 0.2337 -0.9804
H -1.5266 1.6716 -3.5269
H -2.7842 0.3742 -3.1553
H -2.0617 3.8588 -3.0823
H -3.7896 4.2202 -2.5398
H -3.2345 3.8845 -0.3172
H -1.6228 4.3538 -0.9168
H -2.4940 3.6965 1.8416
H -0.8230 4.1279 1.5143
C 2.1310 0.1192 1.8882
C 1.0420 0.1355 0.8213
N 0.9409 -1.1660 0.1341
C 1.5744 -1.4582 -1.1035
C 2.2293 -0.6064 -1.9910
C 2.9568 -1.1728 -3.0467
C 3.0727 -2.5628 -3.1463
C 2.4582 -3.4356 -2.2382
C 1.7338 -2.8724 -1.1948
C 1.1805 -3.4571 -0.0071
C 0.7053 -2.3876 0.7902
C 0.2303 -2.5975 2.0736
C 0.1830 -3.9225 2.5483
C 0.5508 -4.9995 1.7205
C 1.0686 -4.7742 0.4339
H 2.3973 1.1743 2.0136
H 1.9230 -0.3430 2.8813
H 3.0325 -0.4078 1.4742
H 1.3743 0.8313 0.0151
H 2.1885 0.4718 -1.8422
H 3.4173 -0.5205 -3.7903
H 3.6503 -2.9592 -3.9712
H 2.5470 -4.5218 -2.3385
H -0.0747 -1.7326 2.6572
H -0.1731 -4.1237 3.5572
H 0.4298 -6.0237 2.0678
H 1.3432 -5.5620 -0.2632
*
```

Values from the calculation:
E_HOMO (eV): -10.632
Kohn-Sham gap (hartree): 0.2378
Energy relative to the best compared isomer or geometry (same formula, charge and spin) (kcal/mol): 4.03
DFT total energy (Eh): -1077.07154

---

Which value of E_HOMO does entry 4 give?
-7.772 eV